The molecule C5H10O2, computed with ωB97M-V/def2-TZVPD.

Geometry as XYZ:
```
17
Properties=species:S:1:pos:R:3:forces:R:3
C 0.322 2.231 0.191 0.0 0.0 0.0
C 0.464 0.865 -0.474 -0.2 0.2 -0.2
O 1.634 0.200 -0.040 0.0 0.0 0.2
C -0.798 0.012 -0.266 0.0 0.0 0.0
C -0.578 -1.484 -0.512 0.0 0.0 0.0
C -0.087 -2.235 0.701 0.2 0.2 0.3
O 0.452 -1.730 1.662 -0.3 -0.2 -0.4
H -0.557 2.771 -0.181 0.1 -0.1 0.0
H 0.213 2.113 1.276 0.0 0.0 -0.2
H 1.212 2.838 0.002 -0.1 -0.1 0.0
H 0.609 1.009 -1.553 0.0 0.0 0.1
H 1.448 -0.168 0.839 0.1 0.0 -0.1
H -1.169 0.152 0.758 0.1 0.0 -0.1
H -1.584 0.384 -0.934 0.1 -0.1 0.1
H 0.173 -1.645 -1.301 -0.1 0.0 0.1
H -1.494 -1.981 -0.853 0.1 0.1 0.0
H -0.257 -3.332 0.686 0.1 0.1 0.0
```
Positions in Å, forces in eV/Å.

Output
Energy above the lowest of the compared OMol25 structures with the same formula, charge and spin ... 27.6 kcal per mole
Maximum force ... 0.560 eV/Å
SMILES string ... C[C@@H](O)CCC=O
HOMO energy ... -0.3712 Ha
Orbital gap ... 11.0 eV
LUMO level ... 0.0347 hartree

---

C5H10O2 as an isolated structure in a non-equilibrium geometry, computed with ωB97M-V/def2-TZVPD.

Geometry as XYZ:
```
17
Properties=species:S:1:pos:R:3:forces:R:3
C -2.117 -0.565 0.465 -0.1 0.0 0.1
C -1.134 0.178 -0.414 0.0 -0.4 0.1
O -1.199 1.553 -0.093 0.0 0.1 0.0
C 0.271 -0.382 -0.250 -0.3 -0.2 0.2
C 1.414 0.546 -0.575 -0.1 0.0 0.3
C 2.165 -0.267 0.446 0.1 -0.3 0.4
O 0.864 -0.440 1.100 -0.1 -1.0 0.3
H -3.116 -0.135 0.368 0.1 -0.1 0.0
H -2.154 -1.624 0.185 0.0 0.2 0.1
H -1.791 -0.487 1.507 -0.1 0.0 -0.1
H -1.403 0.034 -1.481 0.1 0.0 0.2
H -0.393 1.963 -0.436 -0.3 0.1 0.0
H 0.331 -1.404 -0.644 0.0 0.1 -0.3
H 1.749 0.798 -1.596 -0.2 0.3 0.7
H 1.070 1.231 0.260 0.9 1.4 -2.1
H 2.935 0.259 1.019 -0.3 -0.2 0.2
H 2.507 -1.259 0.141 0.2 0.1 -0.2
```
Positions in Å, forces in eV/Å.

Output
Energy above the lowest of the compared OMol25 structures with the same formula, charge and spin ... 74.4 kcal per mole
Maximum force ... 2.671 eV/Å
HOMO energy ... -0.3709 Ha
Orbital gap ... 11.1 eV
LUMO level ... 0.0366 hartree

---

The molecule C5H10O2 in a non-equilibrium geometry, computed with ωB97M-V/def2-TZVPD.

Geometry as XYZ:
```
17
Properties=species:S:1:pos:R:3:forces:R:3
O -1.961 -1.369 1.082 -0.2 -0.1 -0.2
C -1.670 0.009 0.882 0.1 0.5 0.0
C -0.276 0.140 0.296 0.3 -0.5 0.3
C 0.089 -0.242 -1.131 0.0 -0.1 0.0
C 1.637 -0.302 -0.944 0.0 0.1 -0.2
O 1.925 0.198 0.381 0.1 1.4 -0.1
C 0.792 1.156 0.620 0.9 -0.4 0.0
H -2.074 -1.775 0.214 0.0 0.0 0.2
H -2.476 0.481 0.305 0.2 0.0 0.0
H -1.679 0.450 1.885 0.0 0.0 -0.2
H 0.355 -0.580 0.849 -1.7 -0.8 0.3
H -0.358 -1.202 -1.412 0.3 0.1 -0.1
H -0.176 0.499 -1.899 -0.1 -0.1 0.3
H 2.169 0.346 -1.646 -0.2 -0.1 -0.2
H 2.009 -1.326 -1.081 0.1 0.3 0.4
H 0.988 1.991 -0.056 -0.5 0.1 -0.1
H 0.707 1.527 1.654 0.6 -0.4 -0.3
```
Positions in Å, forces in eV/Å.

Output
Energy above the lowest of the compared OMol25 structures with the same formula, charge and spin ... 66.6 kcal per mole
Maximum force ... 1.877 eV/Å
SMILES string ... OC[C@H]1CCOC1
HOMO energy ... -0.3568 Ha
Orbital gap ... 10.6 eV
LUMO level ... 0.0320 hartree

---

C5H10O2 as an isolated structure, computed with ωB97M-V/def2-TZVPD.

Geometry as XYZ:
```
17
Properties=species:S:1:pos:R:3:forces:R:3
C 1.260 -0.912 -1.625 0.0 0.1 0.0
C -0.061 -1.080 -0.904 0.0 -0.2 -0.1
O -0.123 -1.867 0.079 -0.2 0.2 -0.1
C -0.151 0.882 -0.210 -0.2 0.1 -0.2
C -1.115 0.952 0.782 0.1 0.0 -0.1
C 0.024 1.189 1.743 -0.1 0.1 0.3
O 0.958 1.028 0.647 0.1 0.0 0.0
H 1.560 -1.894 -2.009 0.0 0.1 0.1
H 1.159 -0.228 -2.475 0.0 -0.1 0.2
H 2.037 -0.550 -0.947 -0.1 -0.1 -0.1
H -0.965 -0.970 -1.535 0.1 0.0 0.1
H -1.088 -1.258 1.001 0.1 0.0 -0.1
H -0.115 1.290 -1.214 0.0 -0.1 0.1
H -2.143 1.292 0.775 0.2 -0.1 0.0
H -1.486 -0.543 1.221 -0.1 0.0 0.1
H 0.189 0.458 2.540 0.0 0.1 -0.1
H 0.059 2.211 2.132 0.0 -0.1 -0.1
```
Positions in Å, forces in eV/Å.

Output
Energy above the lowest of the compared OMol25 structures with the same formula, charge and spin ... 147.0 kcal per mole
Maximum force ... 0.359 eV/Å
HOMO energy ... -0.3090 Ha
Orbital gap ... 8.8 eV
LUMO level ... 0.0161 hartree

---

C5H10O2 as an isolated structure in a non-equilibrium geometry, computed with ωB97M-V/def2-TZVPD.

Geometry as XYZ:
```
17
Properties=species:S:1:pos:R:3:forces:R:3
C 1.786 1.611 -0.377 0.3 0.4 -0.2
O 1.079 1.031 0.681 0.2 1.0 0.7
C -0.099 -0.763 -0.244 -0.7 0.3 -0.2
C -0.182 -1.599 1.018 0.0 0.2 0.1
O -1.605 -1.778 0.785 -0.4 -0.4 0.1
C -1.499 -1.079 -0.455 -0.7 -0.7 -0.5
C -1.361 0.373 -0.192 0.1 -0.8 -0.3
H 2.634 0.978 -0.678 -0.1 0.1 0.1
H 1.173 1.780 -1.281 0.0 -0.1 0.3
H 2.178 2.569 -0.033 0.2 0.1 -0.3
H 0.772 -0.784 -0.914 -0.8 0.6 0.2
H 0.073 -1.115 1.967 -0.2 0.0 -0.1
H 0.335 -2.575 0.968 -0.1 0.4 -0.2
H -1.969 -1.444 -1.348 -0.4 -0.5 -0.1
H -1.515 1.057 -1.036 0.5 -0.5 0.1
H -1.920 0.719 0.697 1.0 -0.3 -0.1
H 0.119 1.020 0.442 1.4 0.2 0.5
```
Positions in Å, forces in eV/Å.

Output
Energy above the lowest of the compared OMol25 structures with the same formula, charge and spin ... 119.5 kcal per mole
Maximum force ... 1.456 eV/Å
HOMO energy ... -0.3406 Ha
Orbital gap ... 10.2 eV
LUMO level ... 0.0361 hartree

---

The molecule C5H10O2, computed with ωB97M-V/def2-TZVPD.

Geometry as XYZ:
```
17
Properties=species:S:1:pos:R:3:forces:R:3
C 0.149 -1.715 -1.095 -0.2 -0.2 0.1
O 0.720 -0.469 -1.394 0.0 0.0 0.0
C 1.546 0.039 -0.368 0.2 0.1 0.1
C 0.854 0.264 0.980 0.0 0.0 0.0
C -0.397 1.109 1.010 -0.2 0.0 0.0
C -1.471 0.982 0.233 0.4 -0.1 0.1
O -2.584 1.745 0.472 -0.2 0.0 -0.2
H -0.573 -1.640 -0.271 0.0 -0.1 0.0
H 0.902 -2.464 -0.807 0.0 0.1 -0.1
H -0.383 -2.045 -1.992 0.1 0.0 0.1
H 2.398 -0.644 -0.194 -0.2 0.1 -0.1
H 1.946 0.977 -0.765 -0.1 -0.1 0.1
H 1.604 0.738 1.625 -0.1 -0.1 -0.1
H 0.650 -0.713 1.445 0.1 0.2 -0.1
H -0.479 1.840 1.815 0.0 -0.1 -0.1
H -1.539 0.295 -0.612 0.1 0.2 0.2
H -3.290 1.462 -0.121 0.2 0.1 0.1
```
Positions in Å, forces in eV/Å.

Output
Energy above the lowest of the compared OMol25 structures with the same formula, charge and spin ... 55.0 kcal per mole
Maximum force ... 0.400 eV/Å
SMILES string ... COCC/C=C/O
HOMO energy ... -0.3156 Ha
Orbital gap ... 9.4 eV
LUMO level ... 0.0307 hartree

---

The molecule C5H10O2, computed with ωB97M-V/def2-TZVPD.

Geometry as XYZ:
```
17
Properties=species:S:1:pos:R:3:forces:R:3
C 1.643 -0.146 -0.167 0.0 0.1 -0.1
C 0.180 -0.513 -0.364 0.0 0.2 -0.1
C -0.894 0.570 -0.362 0.0 0.0 0.0
C -0.699 1.575 0.764 0.0 0.2 -0.3
O -0.439 0.924 1.991 -0.1 -0.2 0.1
C -0.194 -1.797 -0.963 0.0 -0.1 -0.3
O -0.192 -1.641 0.449 -0.1 -0.2 0.2
H 1.842 0.910 -0.364 -0.1 -0.1 -0.1
H 1.915 -0.338 0.876 -0.1 0.1 -0.2
H 2.305 -0.743 -0.801 -0.2 0.1 0.1
H -1.852 0.053 -0.215 0.1 0.1 -0.1
H -0.961 1.092 -1.326 0.2 -0.1 0.1
H -1.591 2.214 0.847 0.1 -0.1 0.0
H 0.148 2.239 0.542 -0.1 -0.1 0.1
H -0.604 -0.021 1.863 0.0 0.2 0.2
H 0.576 -2.456 -1.364 -0.1 0.1 0.1
H -1.184 -1.920 -1.405 0.2 0.1 0.0
```
Positions in Å, forces in eV/Å.

Output
Energy above the lowest of the compared OMol25 structures with the same formula, charge and spin ... 51.9 kcal per mole
Maximum force ... 0.356 eV/Å
SMILES string ... C[C@@]1(CCO)CO1
HOMO energy ... -0.3737 Ha
Orbital gap ... 11.1 eV
LUMO level ... 0.0348 hartree

---

The molecule C5H10O2, computed with ωB97M-V/def2-TZVPD.

Geometry as XYZ:
```
17
Properties=species:S:1:pos:R:3:forces:R:3
C 2.005 -2.541 0.564 0.1 -0.1 0.0
C 1.198 -1.339 0.940 0.0 0.1 -0.1
C 1.100 -0.239 0.200 0.2 -0.3 0.1
O 0.278 0.816 0.525 0.1 0.0 0.2
O -1.084 0.316 0.431 0.0 -0.1 0.0
C -1.873 1.428 0.063 -0.2 0.1 0.0
C -1.519 2.008 -1.294 0.0 0.0 0.0
H 2.687 -2.830 1.371 0.0 0.1 -0.1
H 1.346 -3.401 0.404 0.1 0.1 0.0
H 2.584 -2.378 -0.349 -0.1 0.0 0.1
H 0.627 -1.416 1.863 -0.1 0.2 -0.2
H 1.653 -0.078 -0.726 0.0 -0.1 0.1
H -1.819 2.193 0.849 0.0 -0.1 -0.1
H -2.880 0.999 0.055 0.1 0.1 0.0
H -1.456 1.210 -2.040 -0.1 0.1 0.1
H -2.289 2.723 -1.599 0.1 -0.1 0.0
H -0.559 2.529 -1.256 -0.1 -0.1 0.0
```
Positions in Å, forces in eV/Å.

Output
Energy above the lowest of the compared OMol25 structures with the same formula, charge and spin ... 105.9 kcal per mole
Maximum force ... 0.350 eV/Å
SMILES string ... C/C=C/OOCC
HOMO energy ... -0.3363 Ha
Orbital gap ... 10.3 eV
LUMO level ... 0.0439 hartree

---

The molecule C5H10O2 in a non-equilibrium geometry, computed with ωB97M-V/def2-TZVPD.

Geometry as XYZ:
```
17
Properties=species:S:1:pos:R:3:forces:R:3
C 2.092 -0.130 -0.429 0.0 0.0 0.0
C 0.754 0.306 0.111 0.2 -0.2 0.1
O 0.012 1.030 -0.852 -0.1 0.1 0.3
C -1.254 1.190 -0.249 -0.8 -0.9 0.9
C -1.543 -0.139 0.657 0.0 0.1 -0.5
C -0.213 -0.850 0.450 0.2 0.0 0.2
O -0.320 -1.739 -0.641 0.1 0.0 -0.3
H 2.698 0.730 -0.728 -0.1 -0.1 0.0
H 1.954 -0.794 -1.285 0.1 0.1 0.1
H 2.626 -0.679 0.353 0.0 0.1 -0.1
H 0.878 0.971 0.985 0.0 -0.3 0.0
H -1.896 1.574 -1.058 -0.3 -0.5 0.8
H -1.260 1.785 0.648 0.5 1.9 -0.4
H -1.675 0.079 1.743 0.1 0.4 -0.9
H -2.410 -0.736 0.371 0.3 -0.1 -0.2
H 0.167 -1.415 1.305 -0.3 -0.1 -0.1
H -0.609 -1.184 -1.383 0.1 -0.3 0.0
```
Positions in Å, forces in eV/Å.

Output
Energy above the lowest of the compared OMol25 structures with the same formula, charge and spin ... 42.8 kcal per mole
Maximum force ... 1.996 eV/Å
SMILES string ... C[C@H]1OCC[C@H]1O
HOMO energy ... -0.3537 Ha
Orbital gap ... 10.6 eV
LUMO level ... 0.0373 hartree

---

A 2-piece molecular cluster, C5H10O2 overall, computed with ωB97M-V/def2-TZVPD.

Geometry as XYZ:
```
17
Properties=species:S:1:pos:R:3:forces:R:3
C 0.098 -1.906 -0.002 0.0 0.0 0.1
C 0.408 -0.754 0.595 -0.3 -0.2 -0.3
O 1.717 -0.397 0.716 0.1 0.1 0.1
C -0.620 0.207 1.135 0.0 0.0 0.0
C -0.286 1.696 0.929 0.0 0.1 0.0
H -0.938 -2.208 -0.101 0.1 0.1 0.0
H 0.868 -2.583 -0.356 0.0 0.1 0.1
H 1.781 0.486 1.099 0.0 -0.1 0.0
H -1.577 -0.032 0.662 0.2 0.0 0.1
H -0.734 0.000 2.206 0.0 0.0 -0.1
H -1.170 2.248 0.616 0.0 0.0 0.0
H 0.454 1.862 0.145 0.0 -0.1 0.0
H 0.070 2.171 1.845 0.1 -0.1 0.0
C -0.016 -0.187 -2.366 -0.1 0.2 -0.1
O -0.775 0.737 -2.197 0.3 -0.3 0.0
H 1.066 -0.114 -2.149 -0.1 0.0 0.0
H -0.347 -1.154 -2.793 0.0 0.1 0.1
```
Positions in Å, forces in eV/Å.

Output
Energy above the lowest of the compared OMol25 structures with the same formula, charge and spin ... 56.3 kcal per mole
Maximum force ... 0.445 eV/Å
SMILES string ... C=C(O)CC.C=O
HOMO energy ... -0.3264 Ha
Orbital gap ... 9.7 eV
LUMO level ... 0.0309 hartree

---

> The highest HOMO energy belongs to which entry?

number 4

---

> HOMO energy of number 10 (C5H10O2)?

-0.3264 Ha

---

> Among the records above, which one has the lowest orbital gap?

number 4